# 1
21
Properties=species:S:1:pos:R:3:forces:R:3:nbo_charge:R:1 method="wB97M-V/def2-TZVPD" total_energy_ev=-13948.7588 orbital_gap_ev=8.3 largest_force_ev_per_a=4.91 smiles=Cc1ccnc2nc(N)ccc12 e_homo_ev=-8.25 charge=0 e_above_lowest_kcal_mol=29.7 e_lumo_ev=0.10
C -0.2685 0.1892 -0.1043 2.736 -0.210 1.294 -0.180
H -3.5110 -0.7505 -0.1349 1.103 -0.871 0.021 0.211
H -2.2760 2.1813 -0.7893 0.080 -0.401 0.458 0.223
N -0.4260 -2.2962 0.0499 -0.280 0.944 0.904 -0.408
C -2.4046 -0.9168 -0.1400 0.356 -0.431 1.060 -0.279
H 4.2767 -1.3550 -0.2901 1.144 -3.255 -0.954 0.391
C -2.4289 1.4714 0.0561 -1.485 2.035 -0.364 -0.640
N 1.6150 -1.4186 0.0301 2.649 2.755 0.062 -0.432
H 4.4212 0.2921 -0.1625 -0.136 -0.304 -0.022 0.380
C 0.3187 -1.1066 0.0580 -0.946 -1.847 -1.789 0.359
C 2.4746 -0.3477 0.0002 0.931 -3.148 0.062 0.380
H 2.7294 1.8700 0.1048 -0.532 -1.707 0.061 0.222
H -2.1834 2.0485 0.9858 -0.412 -0.584 -0.648 0.226
N 3.8738 -0.5457 -0.0271 -2.819 3.414 1.085 -0.787
H 0.2419 2.3229 0.1634 1.223 -1.588 -0.735 0.225
C 0.6893 1.2777 -0.0269 -0.971 -0.429 1.061 -0.111
C -1.6605 0.2437 -0.0653 -1.088 -1.294 -0.621 0.041
H -2.2943 -3.0854 0.1804 -0.368 -0.725 -0.173 0.188
C -1.7216 -2.1993 0.0404 -0.313 2.363 -0.795 0.087
C 2.0539 0.9523 0.0677 -2.037 4.452 -0.403 -0.316
H -3.5197 1.1727 0.0037 1.165 0.829 0.436 0.221

***

# 2
14
Properties=species:S:1:pos:R:3:forces:R:3:nbo_charge:R:1 method="wB97M-V/def2-TZVPD" total_energy_ev=-7358.6596 orbital_gap_ev=9.6 largest_force_ev_per_a=2.49 e_homo_ev=-9.22 charge=0 e_above_lowest_kcal_mol=82.9 e_lumo_ev=0.40
H -1.6662 0.4723 -1.5428 0.089 0.124 -0.122 0.181
H -0.4349 -0.1923 2.5462 -0.548 -0.302 -0.479 -0.071
H 1.9474 0.8010 0.8780 -0.029 -0.071 -0.114 0.214
H 1.9028 -1.6096 -0.1427 -0.206 0.154 -0.016 0.227
C 1.1625 0.3983 0.2464 0.430 -0.403 -0.608 -0.069
H -0.8586 -0.4309 1.9379 0.677 0.358 1.077 0.050
H -0.3765 -1.9009 -1.5566 -0.249 0.207 0.146 0.226
C -0.9684 0.1542 -0.7719 0.274 0.926 -0.701 0.052
H -0.4668 1.7947 0.6206 -0.091 -0.091 -0.007 0.238
O -1.5028 -0.7261 0.1422 1.691 -1.441 -1.118 -0.537
H 0.2846 1.9223 -0.9685 0.011 0.046 0.039 0.223
C -0.0224 1.2171 -0.1902 -0.203 -0.144 0.017 -0.483
C 1.1456 -0.8430 -0.2796 -0.169 0.533 1.001 -0.289
C -0.1463 -1.0571 -0.9188 -1.676 0.104 0.887 0.037

***

# 3
19
Properties=species:S:1:pos:R:3:forces:R:3:nbo_charge:R:1 method="wB97M-V/def2-TZVPD" total_energy_ev=-44086.7428 orbital_gap_ev=4.3 largest_force_ev_per_a=2.41 e_homo_ev=-15.66 charge=+2 e_lumo_ev=-11.35
H 3.0435 -1.0773 1.3477 0.825 0.331 -0.183 0.210
C -0.2527 0.3519 0.2956 -0.137 -0.147 0.297 0.288
H 2.9701 1.2024 -0.0261 -0.152 0.153 0.423 0.257
C -2.1407 0.8361 -1.0375 0.038 0.138 -0.057 -0.159
H 1.7790 0.3806 -1.0647 -0.017 0.199 0.102 0.274
H -3.5629 -0.7675 -1.2085 0.028 0.109 -0.012 0.258
Lu 1.6010 2.1646 2.3631 -0.133 -0.455 -0.394 1.537
H -2.6938 1.5162 -1.6745 0.017 -0.058 0.063 0.257
C -1.9123 -1.3163 0.0250 0.268 -0.018 0.125 -0.154
H 2.3752 -1.7903 -0.1624 0.597 0.110 -0.613 0.239
C 2.7435 -0.8858 0.3183 -1.938 -0.452 1.360 0.021
O 1.0408 0.7569 0.8557 0.334 0.503 0.090 -0.750
H -0.1286 -1.5888 1.2170 -0.067 0.034 -0.024 0.239
H -2.2777 -2.3163 0.2198 -0.049 0.064 -0.011 0.257
C -2.6258 -0.4374 -0.7780 -0.096 -0.104 -0.038 -0.157
C 2.1983 0.4019 -0.0589 0.608 -0.365 -1.031 -0.267
C -0.9266 1.2521 -0.4968 -0.124 0.123 -0.186 -0.294
C -0.6997 -0.9207 0.5809 0.009 -0.110 0.065 -0.295
H -0.5305 2.2379 -0.7156 -0.013 -0.054 0.023 0.239